The following is a DFT calculation (ωB97M-V/def2-TZVPD) of a molecular structure, C40H45ClMoN3O5S in a non-equilibrium geometry.

The electronic energy comes out at -82132.37034 eV. The calculation puts the largest force on an atom at 2.5 eV/Å. The frontier orbital gap (alpha / beta) comes out at 0.17909 / 0.21982 Eh.

```
! wB97M-V def2-TZVPD RIJCOSX def2/J DEFGRID3
* xyz 0 2
Mo -0.091 0.129 -0.308
C 3.047 0.096 -3.775
C 3.360 -0.144 -2.297
C 4.774 0.342 -1.976
C 3.129 -1.591 -1.926
C 4.184 -2.495 -1.934
C 4.004 -3.815 -1.571
C 2.756 -4.248 -1.170
C 1.673 -3.381 -1.155
C 0.308 -3.902 -0.764
C 0.330 -4.748 0.511
C -0.268 -4.710 -1.932
C 1.854 -2.049 -1.564
N 0.674 -1.243 -1.630
C -0.030 -1.461 -2.778
O 0.402 -1.900 -3.837
C -1.468 -1.235 -2.511
C -2.508 -1.777 -3.244
C -3.775 -1.855 -2.670
C -3.929 -1.464 -1.342
C -2.856 -0.898 -0.682
N -1.658 -0.699 -1.280
C -2.804 -0.538 0.747
O -3.756 -0.653 1.508
N -1.552 -0.098 1.071
C -1.475 0.580 2.320
C -2.078 1.843 2.458
C -1.943 2.515 3.665
C -1.223 1.971 4.710
C -0.667 0.713 4.581
C -0.799 -0.006 3.401
C -0.342 -1.446 3.318
C -1.522 -2.332 3.732
C 0.875 -1.753 4.192
C -2.887 2.482 1.352
C -4.378 2.383 1.690
C -2.502 3.944 1.111
H 3.114 1.157 -4.012
H 2.048 -0.256 -4.013
H 3.757 -0.445 -4.395
H 2.660 0.448 -1.695
H 5.497 -0.066 -2.678
H 5.065 0.055 -0.968
H 4.817 1.427 -2.053
H 5.165 -2.171 -2.243
H 4.837 -4.504 -1.604
H 2.613 -5.279 -0.885
H -0.356 -3.044 -0.566
H 0.922 -5.651 0.379
H -0.689 -5.042 0.760
H 0.744 -4.181 1.343
H 0.269 -5.651 -2.034
H -0.158 -4.160 -2.864
H -1.323 -4.923 -1.770
H -2.299 -2.179 -4.223
H -4.600 -2.279 -3.218
H -4.857 -1.613 -0.812
H -2.402 3.482 3.793
H -1.112 2.518 5.633
H -0.130 0.293 5.416
H -0.088 -1.671 2.270
H -1.785 -2.133 4.769
H -1.264 -3.384 3.630
H -2.390 -2.120 3.112
H 0.594 -1.815 5.242
H 1.642 -0.989 4.077
H 1.305 -2.710 3.905
H -2.704 1.932 0.418
H -4.601 2.942 2.596
H -4.662 1.346 1.849
H -4.977 2.791 0.877
H -2.701 4.561 1.983
H -3.086 4.348 0.287
H -1.447 4.029 0.863
Cl 3.680 6.478 0.377
C 2.617 5.112 0.414
C 2.090 4.689 1.644
C 1.228 3.624 1.687
C 0.890 2.905 0.516
O 0.051 1.929 0.567
C 1.475 3.320 -0.726
C 1.190 2.590 -1.907
O 0.713 1.432 -1.959
C 2.305 4.460 -0.749
H 2.365 5.209 2.550
H 0.795 3.289 2.618
H 1.440 3.060 -2.871
H 2.732 4.787 -1.685
C -2.140 3.132 -2.580
O -1.871 1.768 -2.344
H -2.641 3.267 -3.542
H -1.224 3.733 -2.562
H -2.800 3.470 -1.784
H -1.382 1.426 -3.104
S 2.698 -1.002 1.495
C 1.515 -0.297 0.761
*
```

Taken from the Mulliken analysis, the atomic charges in e are:
1 Mo -1.548
2 C -1.280
3 C 2.736
4 C -2.038
5 C 0.753
6 C -0.844
7 C -1.325
8 C -0.805
9 C 1.496
10 C 1.704
11 C -1.687
12 C -1.799
13 C -1.751
14 N 3.853
15 C -0.020
16 O -0.730
17 C -0.902
18 C -1.071
19 C -0.966
20 C -0.524
21 C -0.587
22 N 2.247
23 C -0.400
24 O -0.735
25 N 1.497
26 C -0.281
27 C 1.168
28 C -0.449
29 C -1.663
30 C -0.596
31 C 0.055
32 C 2.968
33 C -1.552
34 C -2.157
35 C 1.739
36 C -1.883
37 C -1.792
38 H 0.401
39 H 0.181
40 H 0.344
41 H -1.407
42 H 0.429
43 H 0.411
44 H 0.429
45 H 0.316
46 H 0.411
47 H 0.326
48 H -1.063
49 H 0.388
50 H 0.463
51 H 0.364
52 H 0.428
53 H 0.354
54 H 0.397
55 H 0.596
56 H 0.490
57 H 0.587
58 H 0.388
59 H 0.391
60 H 0.427
61 H -1.316
62 H 0.370
63 H 0.414
64 H 0.319
65 H 0.481
66 H 0.517
67 H 0.311
68 H -1.068
69 H 0.359
70 H 0.384
71 H 0.455
72 H 0.441
73 H 0.474
74 H 0.277
75 Cl -0.228
76 C 0.060
77 C -0.812
78 C -0.110
79 C -1.204
80 O 1.693
81 C 1.303
82 C -0.444
83 O -0.240
84 C -1.343
85 H 0.475
86 H 0.451
87 H 0.316
88 H 0.490
89 C -0.568
90 O -0.261
91 H 0.360
92 H 0.195
93 H 0.072
94 H 0.207
95 S -0.114
96 C 0.405

***

The following is a DFT calculation (ωB97M-V/def2-TZVPD) of a molecular structure, C40H45N4O4RbSSb2.

The electronic energy comes out at -80928.63073 eV. As for the energy above the lowest of the compared OMol25 structures with the same formula, charge and spin: 0.0 kJ/mol. The calculation puts the largest force on an atom at 0.3 eV/Å. The frontier orbital gap comes out at 0.22983 Eh.

```
! wB97M-V def2-TZVPD RIJCOSX def2/J DEFGRID3
* xyz -2 1
Rb 0.425 2.057 0.558
O 2.885 2.320 -0.932
C 3.984 2.949 -0.764
C 4.915 3.132 -1.834
C 6.061 3.884 -1.698
C 6.375 4.513 -0.491
C 5.511 4.334 0.577
C 4.370 3.538 0.490
C 3.555 3.381 1.718
N 3.173 2.315 2.291
C 3.599 1.042 1.725
C 2.977 -0.140 2.453
N 1.582 -0.246 2.063
C 1.068 -1.380 1.792
C 1.600 -2.742 1.944
C 2.271 -3.166 3.091
C 2.647 -4.486 3.274
C 2.331 -5.410 2.267
C 1.668 -5.027 1.124
C 1.277 -3.667 0.893
O 0.701 -3.289 -0.172
H 4.670 2.666 -2.782
H 6.724 3.997 -2.552
H 7.269 5.116 -0.391
H 5.731 4.808 1.530
H 3.287 4.309 2.233
H 4.692 0.974 1.788
H 3.338 0.986 0.664
H 3.045 0.029 3.533
H 3.540 -1.049 2.211
H 0.060 -1.352 1.370
H 2.480 -2.439 3.869
H 3.162 -4.797 4.174
H 2.613 -6.452 2.390
H 1.426 -5.747 0.350
C 2.431 0.464 -3.822
Sb 1.588 -0.451 -2.066
C 3.424 -1.248 -1.305
C 1.077 -2.293 -3.123
C -0.108 -2.190 -4.021
C 0.080 -1.994 -5.393
C -0.981 -1.905 -6.281
C -2.278 -2.023 -5.802
C -2.484 -2.209 -4.445
C -1.430 -2.277 -3.532
C -1.725 -2.401 -2.076
Sb -2.100 -0.484 -1.065
C -4.233 -0.840 -0.951
C -2.158 0.714 -2.853
H 1.658 0.553 -4.588
H 3.248 -0.148 -4.210
H 2.800 1.451 -3.551
H 3.896 -1.866 -2.071
H 3.209 -1.859 -0.428
H 4.084 -0.422 -1.038
H 0.949 -3.021 -2.321
H 1.971 -2.548 -3.698
H 1.097 -1.919 -5.764
H -0.794 -1.752 -7.337
H -3.123 -1.966 -6.479
H -3.497 -2.291 -4.063
H -0.936 -2.890 -1.506
H -2.656 -2.955 -1.930
H -4.649 -0.972 -1.952
H -4.739 -0.013 -0.453
H -4.391 -1.753 -0.374
H -3.028 0.451 -3.455
H -1.261 0.529 -3.445
H -2.201 1.762 -2.559
C -3.200 -2.469 4.664
C -2.900 -1.046 4.275
C -1.615 -0.662 3.909
C -1.337 0.646 3.534
C -2.351 1.591 3.526
C -3.634 1.232 3.917
C -3.904 -0.077 4.283
S -2.021 3.236 2.905
O -0.606 3.463 3.094
O -2.931 4.113 3.621
N -2.257 3.118 1.352
C -3.475 3.057 0.751
C -4.724 3.332 1.367
C -5.882 3.232 0.632
C -5.829 2.871 -0.711
C -4.572 2.628 -1.237
N -3.437 2.705 -0.553
H -2.338 -3.111 4.485
H -4.038 -2.863 4.085
H -3.467 -2.545 5.721
H -0.817 -1.395 3.903
H -0.324 0.920 3.265
H -4.414 1.981 3.936
H -4.912 -0.354 4.575
H -4.746 3.651 2.398
H -6.835 3.442 1.107
H -6.717 2.777 -1.321
H -4.466 2.334 -2.280
*
```

Taken from the Mulliken analysis, the atomic charges in e are:
1 Rb 1.089
2 O -0.420
3 C 0.354
4 C -0.716
5 C -0.522
6 C -0.650
7 C -0.420
8 C 0.534
9 C -0.639
10 N -0.406
11 C 0.124
12 C -1.245
13 N 0.379
14 C -0.832
15 C 0.743
16 C -0.045
17 C -0.860
18 C -0.425
19 C -0.862
20 C -0.344
21 O -0.585
22 H 0.233
23 H 0.392
24 H 0.336
25 H 0.382
26 H 0.416
27 H 0.429
28 H -0.204
29 H 0.254
30 H 0.596
31 H 0.607
32 H 0.358
33 H 0.386
34 H 0.323
35 H 0.384
36 C -1.325
37 Sb 0.469
38 C -1.108
39 C -1.682
40 C 1.100
41 C -0.645
42 C -0.670
43 C -0.661
44 C -0.430
45 C 0.821
46 C -1.232
47 Sb 0.099
48 C -1.482
49 C -1.378
50 H 0.410
51 H 0.420
52 H 0.137
53 H 0.618
54 H 0.157
55 H 0.289
56 H 0.520
57 H 0.750
58 H 0.347
59 H 0.364
60 H 0.370
61 H 0.310
62 H 0.019
63 H 0.724
64 H 0.362
65 H 0.330
66 H 0.492
67 H 0.407
68 H 0.363
69 H 0.521
70 C -1.551
71 C 0.858
72 C -0.742
73 C -0.537
74 C -0.202
75 C -0.376
76 C -0.680
77 S 1.071
78 O -0.673
79 O -0.779
80 N -0.236
81 C -0.035
82 C -0.393
83 C -0.568
84 C -0.692
85 C -0.200
86 N -0.041
87 H 0.353
88 H 0.338
89 H 0.333
90 H 0.392
91 H 1.022
92 H 0.386
93 H 0.367
94 H 0.573
95 H 0.389
96 H 0.384
97 H 0.306